(1)
The following is a quantum chemistry calculation of a structure of composition C31H19Cl5MoN2, from the Open Molecules 2025 dataset.

Element x y z (Å)
Mo1 -0.48 1.34 -1.20
Cl1 0.15 3.87 -3.38
C1 -1.07 4.16 -2.17
C2 -1.35 3.24 -1.20
C3 -2.12 3.53 -0.10
Cl2 -2.75 2.26 0.82
C4 -2.29 4.89 0.30
Cl3 -2.69 5.29 1.93
C5 -1.86 5.89 -0.67
Cl4 -1.94 7.56 -0.35
C6 -1.53 5.47 -1.97
Cl5 -1.65 6.48 -3.34
N1 -1.93 -0.63 -4.67
C7 -1.30 -1.59 -3.89
C8 -1.03 -1.08 -2.68
N2 -1.33 0.32 -2.79
C9 -1.62 0.53 -4.04
H1 -2.18 -0.74 -5.64
H2 -1.20 -2.61 -4.22
H3 -0.92 -1.62 -1.69
H4 -1.76 1.47 -4.48
C10 -0.41 0.08 0.30
C11 -0.35 -0.86 1.17
C12 -0.45 -1.75 2.20
C13 0.39 -1.66 3.48
C14 0.91 -0.42 3.88
C15 1.79 -0.25 4.94
C16 2.09 -1.34 5.77
C17 1.61 -2.60 5.41
C18 0.74 -2.71 4.32
C19 -1.27 -2.90 2.08
C20 -2.13 -3.28 3.17
C21 -3.02 -4.32 3.02
C22 -3.01 -5.11 1.82
C23 -2.17 -4.79 0.82
C24 -1.36 -3.64 0.88
H5 0.53 0.49 3.44
H6 2.28 0.72 5.16
H7 2.78 -1.35 6.59
H8 1.81 -3.52 5.96
H9 0.45 -3.73 4.12
H10 -2.04 -2.65 4.05
H11 -3.65 -4.57 3.90
H12 -3.68 -5.98 1.82
H13 -2.10 -5.39 -0.11
H14 -0.90 -3.20 0.02
C25 1.25 1.66 -1.46
C26 2.51 1.49 -1.91
C27 3.49 2.50 -1.93
C28 4.53 2.46 -2.84
C29 4.76 1.36 -3.68
C30 4.00 0.18 -3.41
C31 2.86 0.29 -2.63
H15 3.45 3.27 -1.14
H16 5.23 3.32 -2.82
H17 5.53 1.41 -4.48
H18 4.27 -0.76 -3.86
H19 2.12 -0.49 -2.60

## Properties
Gap between HOMO and LUMO (spin up / spin down)   3.43 / 3.93 eV
2S+1   3
Largest force on an atom   0.082 hartree/bohr
Total charge   -2

Atom charges from the natural (NBO) analysis, given in e for atoms 1 to 6: 0.66 0.01 -0.06 -0.34 -0.08 0.07


(2)
The following is a quantum chemistry calculation of a structure of composition C49H40N9O3PtTe, from the Open Molecules 2025 dataset.

Element x y z (Å)
Pt1 0.26 -1.47 -0.92
C1 -3.20 -1.65 3.42
N1 -2.57 -1.95 2.14
C2 -1.68 -1.23 1.46
N2 -1.43 -1.84 0.31
C3 -2.22 -2.95 0.35
N3 -2.92 -3.05 1.45
C4 -4.65 -1.27 3.25
C5 -5.63 -1.83 4.06
C6 -6.96 -1.47 3.89
C7 -7.32 -0.57 2.90
C8 -6.34 -0.02 2.09
C9 -5.01 -0.35 2.28
C10 -6.72 0.88 1.00
N4 -7.89 1.24 0.60
N5 -7.70 2.04 -0.52
C11 -6.43 2.10 -0.71
O1 -5.73 1.39 0.22
C12 -5.67 2.77 -1.76
C13 -6.32 3.28 -2.88
C14 -5.58 3.88 -3.89
C15 -4.20 3.97 -3.78
C16 -3.55 3.47 -2.66
C17 -2.05 3.59 -2.51
N6 -1.37 2.29 -2.53
C18 -1.26 1.38 -1.56
N7 -0.56 0.35 -2.01
C19 -0.27 0.70 -3.29
N8 -0.75 1.86 -3.64
C20 -4.29 2.88 -1.65
H1 -2.62 -0.84 3.86
H2 -3.10 -2.53 4.06
H3 -1.21 -0.33 1.82
H4 -2.26 -3.68 -0.44
H5 -5.35 -2.56 4.81
H6 -7.72 -1.92 4.52
H7 -8.36 -0.31 2.75
H8 -4.25 0.09 1.64
H9 -7.40 3.20 -2.96
H10 -6.08 4.28 -4.76
H11 -3.62 4.43 -4.58
H12 -1.80 4.07 -1.56
H13 -1.61 4.17 -3.31
H14 -1.66 1.49 -0.57
H15 0.31 0.08 -3.95
H16 -3.81 2.50 -0.76
C21 5.86 2.71 0.55
C22 4.62 1.86 0.57
C23 3.74 1.86 1.65
C24 2.59 1.10 1.65
C25 1.74 1.12 2.89
O2 2.22 0.81 3.95
C26 0.34 1.64 2.82
C27 -0.13 2.36 1.72
C28 -1.40 2.91 1.74
C29 -2.23 2.73 2.84
C30 -1.76 2.01 3.94
C31 -0.48 1.48 3.93
C32 2.25 0.25 0.57
O3 1.19 -0.50 0.73
C33 3.17 0.19 -0.52
C34 4.31 1.02 -0.48
C35 3.09 -0.74 -1.64
N9 2.02 -1.38 -2.00
C36 2.05 -2.43 -3.02
C37 2.44 -3.77 -2.40
Te1 1.46 -4.16 -0.53
C38 3.20 -3.80 0.60
C39 3.24 -2.77 1.54
C40 4.42 -2.52 2.22
C41 5.55 -3.29 1.98
C42 5.50 -4.33 1.06
C43 4.32 -4.59 0.37
C44 4.36 -1.00 -2.39
C45 4.58 -0.47 -3.65
C46 5.77 -0.72 -4.31
C47 6.75 -1.51 -3.71
C48 6.53 -2.04 -2.45
C49 5.35 -1.78 -1.78
H17 5.95 3.29 1.46
H18 5.85 3.41 -0.29
H19 6.76 2.10 0.45
H20 3.97 2.46 2.53
H21 0.52 2.51 0.86
H22 -1.74 3.51 0.91
H23 -3.22 3.16 2.86
H24 -2.40 1.89 4.81
H25 -0.09 0.95 4.79
H26 5.00 0.99 -1.32
H27 2.70 -2.19 -3.85
H28 1.03 -2.51 -3.41
H29 3.50 -3.80 -2.16
H30 2.22 -4.58 -3.09
H31 2.36 -2.17 1.72
H32 4.45 -1.71 2.95
H33 6.47 -3.09 2.52
H34 6.37 -4.94 0.88
H35 4.28 -5.41 -0.34
H36 3.82 0.15 -4.11
H37 5.94 -0.30 -5.30
H38 7.68 -1.71 -4.23
H39 7.29 -2.64 -1.98
H40 5.18 -2.17 -0.78

## Properties
Gap between HOMO and LUMO (spin up / spin down)   6.92 / 6.70 eV
2S+1   3
Largest force on an atom   0.011 hartree/bohr
Total charge   +1

Atom charges from the Löwdin analysis, given in e for atoms 1 to 6: 1.03 -0.06 -0.10 -0.11 -0.10 -0.20


(3)
The following is a quantum chemistry calculation of a cluster of 4 separate species, C5H16NO5 in total, from the Open Molecules 2025 dataset.

Element x y z (Å)
C1 0.80 1.55 -0.18
N1 -0.45 0.72 -0.57
C2 -0.12 -0.31 -1.61
C3 -0.95 -1.65 -1.76
C4 -1.15 0.30 0.72
C5 -0.23 0.95 1.75
O1 0.36 2.01 1.11
O2 1.95 0.91 -0.02
H1 0.73 2.28 -1.06
H2 0.93 -0.55 -1.62
H3 -0.23 0.34 -2.59
H4 -2.03 -1.69 -2.27
H5 -1.09 -1.97 -0.62
H6 -0.36 -2.40 -2.04
H7 -2.21 0.64 0.66
H8 -1.21 -0.77 1.00
H9 0.73 0.23 1.96
H10 -0.54 1.24 2.75
H11 3.02 -1.32 1.36
H12 1.78 -0.46 0.52
O3 2.17 -1.32 1.20
H13 0.92 -1.11 3.15
H14 1.35 -2.39 2.52
O4 0.68 -2.09 3.14
H15 -1.23 2.92 -2.34
H16 -1.68 1.51 -2.41
O5 -1.93 2.43 -2.76

## Properties
Gap between HOMO and LUMO   8.33 eV
Largest force on an atom   0.158 hartree/bohr
Total charge   -1

Atom charges from the natural (NBO) analysis, given in e for atoms 1 to 6: 0.53 -0.54 -0.23 -0.62 -0.27 -0.09


(4)
The following is a quantum chemistry calculation of a cluster of 2 separate species, C2H8ClN2O2 in total, from the Open Molecules 2025 dataset.

Element x y z (Å)
C1 -0.64 0.60 -0.68
C2 -0.16 -0.69 -0.01
N1 0.33 -1.71 -0.76
N2 -0.62 1.60 0.46
O1 -0.76 -0.90 1.20
O2 1.43 0.11 0.75
Cl1 2.75 0.13 -0.28
H1 -0.05 0.75 -1.57
H2 -1.60 0.33 -0.99
H3 0.85 -2.34 -0.18
H4 0.76 -1.51 -1.65
H5 -1.16 1.18 1.23
H6 -1.06 2.44 0.12
H7 0.40 1.49 0.49
H8 -0.46 -1.49 1.87

## Properties
Gap between HOMO and LUMO   9.97 eV
Largest force on an atom   0.063 hartree/bohr
Total charge   +1

Atom charges from the natural (NBO) analysis, given in e for atoms 1 to 6: -0.30 0.73 -0.77 -0.69 -0.71 -0.79


(5)
The following is a quantum chemistry calculation of an isolated molecule of C6H9NO2, from the Open Molecules 2025 dataset.

Element x y z (Å)
C1 -0.88 1.92 -0.06
N1 -0.73 0.43 -0.50
C2 -1.75 -0.40 0.18
C3 -1.04 -1.80 0.04
O1 0.42 -1.40 -0.25
C4 0.55 -0.09 -0.31
C5 1.74 0.43 -0.13
C6 2.89 -0.42 -0.09
O2 4.09 0.02 0.09
H1 -1.88 2.14 -0.26
H2 -0.15 2.60 -0.55
H3 -0.90 1.93 1.09
H4 -2.65 -0.45 -0.43
H5 -1.92 0.04 1.30
H6 -1.40 -2.41 -0.94
H7 -1.10 -2.43 0.97
H8 1.94 1.46 0.16
H9 2.76 -1.57 -0.31

## Properties
Gap between HOMO and LUMO   9.22 eV
SMILES   CN1CCO/C1=C\C=O
Largest force on an atom   0.085 hartree/bohr
Total charge   0

Atom charges from the natural (NBO) analysis, given in e for atoms 1 to 6: -0.42 -0.42 -0.25 -0.09 -0.50 0.56


(6)
The following is a quantum chemistry calculation of an isolated molecule of C3H6N4O, from the Open Molecules 2025 dataset.

Element x y z (Å)
H1 -0.04 -1.69 -2.20
N1 0.08 -1.42 -1.22
C1 -0.36 -0.23 -0.94
N2 -1.42 0.43 -1.47
C2 0.24 0.21 0.31
N3 -0.43 1.10 1.22
N4 1.72 0.13 0.29
C3 1.13 -1.05 0.68
O1 1.21 -1.75 1.66
H2 -2.06 -0.09 -2.05
H3 -1.81 1.14 -0.85
H4 -0.51 0.68 2.14
H5 0.08 1.97 1.32
H6 2.17 0.56 1.09

## Properties
Gap between HOMO and LUMO   8.97 eV
SMILES   [H]/N=C(\N)[C@]1(N)NC1=O
Largest force on an atom   0.084 hartree/bohr
Total charge   0

Atom charges from the natural (NBO) analysis, given in e for atoms 1 to 6: 0.35 -0.72 0.45 -0.80 0.05 -0.85


(7)
The following is a quantum chemistry calculation of an isolated molecule of C14H7N3O2, from the Open Molecules 2025 dataset.

Element x y z (Å)
O1 -0.24 2.70 3.75
C1 0.06 1.54 3.48
C2 0.36 0.68 4.61
C3 0.67 -0.63 4.45
C4 0.78 -1.22 3.10
O2 1.17 -2.38 3.03
C5 0.45 -0.40 1.88
N1 0.40 -0.98 0.67
C6 0.02 -0.15 -0.35
C7 -0.27 1.20 -0.21
N2 -0.26 1.77 1.00
C8 0.09 1.00 2.07
N3 -0.60 1.70 -1.46
C9 -0.55 0.72 -2.47
C10 -0.67 0.66 -3.86
C11 -0.45 -0.55 -4.52
C12 -0.09 -1.72 -3.85
C13 0.11 -1.67 -2.45
C14 -0.16 -0.46 -1.78
H1 0.21 1.06 5.61
H2 0.85 -1.30 5.32
H3 -0.73 2.69 -1.63
H4 -0.93 1.53 -4.48
H5 -0.65 -0.58 -5.60
H6 0.04 -2.64 -4.40
H7 0.40 -2.58 -1.90

## Properties
Gap between HOMO and LUMO   7.56 eV
SMILES   O=C1C=CC(=O)c2nc3c(nc21)[nH]c1ccccc13
Largest force on an atom   0.053 hartree/bohr
Total charge   0

Atom charges from the natural (NBO) analysis, given in e for atoms 1 to 6: -0.47 0.46 -0.23 -0.21 0.46 -0.47


(8)
The following is a quantum chemistry calculation of a structure of composition C30H72F6N9O11P3V, from the Open Molecules 2025 dataset.

Element x y z (Å)
O1 -1.03 0.03 -0.37
V1 0.48 0.36 -0.72
C1 -0.93 0.54 -3.85
O2 -2.02 0.02 -3.13
O3 0.07 0.57 -2.84
C2 -0.59 -0.27 -5.18
F1 -0.33 -1.63 -5.01
F2 -1.55 -0.25 -6.09
F3 0.45 0.22 -5.80
C3 -3.37 0.22 -3.64
C4 -4.30 -0.28 -2.48
H1 -5.32 -0.02 -2.78
H2 -4.16 -1.36 -2.40
H3 -4.13 0.13 -1.48
H4 -3.73 -0.34 -4.50
H5 -3.53 1.27 -3.89
H6 -1.11 1.57 -4.15
C5 3.97 0.84 -0.32
O4 4.50 2.17 -0.48
O5 2.66 0.78 -0.84
C6 5.14 -0.26 -0.53
F4 4.73 -1.51 -0.51
F5 5.74 -0.02 -1.72
F6 6.02 -0.17 0.45
C7 4.10 3.22 0.49
C8 4.50 4.55 -0.01
H7 5.58 4.66 -0.01
H8 4.12 4.68 -1.02
H9 3.97 5.26 0.63
H10 4.44 3.01 1.51
H11 3.01 3.23 0.53
H12 3.83 0.71 0.76
C9 -5.29 -3.32 0.08
C10 -5.10 -1.87 0.51
C11 -5.68 -1.69 1.88
O6 -4.71 -1.00 2.57
C12 -3.66 -0.80 1.77
O7 -2.61 -0.26 2.13
O8 -3.81 -1.43 0.58
H13 -6.33 -3.49 -0.18
H14 -5.00 -4.01 0.88
H15 -4.65 -3.62 -0.75
H16 -5.68 -1.24 -0.17
H17 -5.96 -2.62 2.39
H18 -6.52 -1.03 1.68
O9 0.61 -1.87 -0.79
P1 0.55 -3.22 -1.42
N1 1.29 -3.20 -2.95
C13 2.47 -2.34 -3.26
C14 1.13 -4.22 -3.92
N2 -1.00 -3.87 -1.45
C15 -1.98 -3.18 -2.34
C16 -1.63 -4.55 -0.27
N3 1.51 -4.41 -0.64
C17 2.70 -3.97 -0.07
C18 1.60 -5.80 -1.14
H19 2.73 -1.74 -2.38
H20 2.26 -1.59 -4.02
H21 3.34 -2.91 -3.58
H22 1.36 -3.82 -4.91
H23 0.13 -4.66 -3.89
H24 1.92 -4.96 -3.80
H25 -2.11 -2.14 -2.04
H26 -1.61 -3.15 -3.36
H27 -2.97 -3.63 -2.42
H28 -0.90 -5.02 0.39
H29 -2.26 -3.93 0.38
H30 -2.35 -5.29 -0.62
H31 3.01 -4.61 0.76
H32 3.55 -3.91 -0.75
H33 2.58 -2.97 0.35
H34 0.66 -6.19 -1.54
H35 1.83 -6.47 -0.32
H36 2.38 -5.86 -1.90
O10 1.05 -0.09 1.49
P2 1.32 -0.51 2.94
N4 2.96 -0.84 3.35
C19 3.78 0.26 3.73
C20 3.64 -1.96 2.71
N5 0.44 -1.94 3.30
C21 -0.35 -2.65 2.32
C22 0.79 -2.81 4.48
N6 0.67 0.58 4.13
C23 -0.12 1.73 3.75
C24 0.80 0.40 5.54
H37 4.65 0.05 4.34
H38 3.28 0.90 4.45
H39 4.16 0.77 2.84
H40 4.23 -2.54 3.43
H41 4.22 -1.55 1.88
H42 2.92 -2.69 2.34
H43 -1.17 -3.21 2.78
H44 -0.68 -1.99 1.52
H45 0.28 -3.39 1.82
H46 1.83 -2.58 4.75
H47 0.06 -2.66 5.27
H48 0.76 -3.87 4.25
H49 -1.00 1.71 4.38
H50 0.43 2.64 4.01
H51 -0.52 1.65 2.74
H52 0.93 1.39 5.96
H53 1.68 -0.16 5.86
H54 -0.08 0.00 6.04
O11 0.02 2.51 -0.12
P3 -0.65 3.84 -0.22
N7 -0.18 4.80 -1.56
C25 1.18 4.58 -2.13
C26 -1.02 5.80 -2.23
N8 -0.41 4.83 1.13
C27 -1.03 6.17 1.32
C28 0.85 4.74 1.90
N9 -2.35 3.66 -0.33
C29 -3.12 3.47 0.93
C30 -2.92 3.01 -1.51
H55 1.04 4.06 -3.08
H56 1.77 3.83 -1.60
H57 1.75 5.50 -2.29
H58 -0.44 6.48 -2.85
H59 -1.69 6.27 -1.51
H60 -1.62 5.35 -3.02
H61 -0.70 6.92 0.60
H62 -2.10 6.08 1.17
H63 -0.96 6.43 2.37
H64 0.91 5.12 2.92
H65 1.25 3.72 1.96
H66 1.59 5.27 1.30
H67 -3.99 4.12 0.89
H68 -3.47 2.44 0.96
H69 -2.61 3.73 1.86
H70 -3.96 3.32 -1.57
H71 -2.73 1.94 -1.40
H72 -2.43 3.32 -2.43

## Properties
Gap between HOMO and LUMO (spin up / spin down)   8.15 / 3.57 eV
2S+1   3
Largest force on an atom   0.083 hartree/bohr
Total charge   +1

Atom charges from the Löwdin analysis, given in e for atoms 1 to 6: -0.29 1.02 -0.35 -0.13 -0.26 -0.55


(9)
The following is a quantum chemistry calculation of an isolated molecule of C3H7NO2S, from the Open Molecules 2025 dataset.

Element x y z (Å)
C1 -1.11 0.28 2.11
C2 0.35 -1.02 0.28
C3 1.21 0.96 -1.60
N1 -0.38 -0.70 1.56
O1 -1.34 0.66 -0.68
O2 -0.47 -1.06 -2.36
S1 -0.26 -0.17 -1.24
H1 -1.53 0.18 3.07
H2 -1.08 1.21 1.51
H3 0.53 -2.00 0.16
H4 1.66 1.10 -0.57
H5 1.82 0.33 -2.22
H6 1.03 1.85 -2.17
H7 -0.43 -1.62 2.17

## Properties
Gap between HOMO and LUMO (spin up / spin down)   8.04 / 8.04 eV
Largest force on an atom   0.119 hartree/bohr
Total charge   0

Atom charges from the natural (NBO) analysis, given in e for atoms 1 to 6: -0.12 -0.58 -0.83 -0.41 -0.98 -0.92


(10)
The following is a quantum chemistry calculation of an isolated molecule of C5H8S3, from the Open Molecules 2025 dataset.

Element x y z (Å)
C1 -0.99 -1.88 -1.40
C2 -0.76 -0.96 -0.47
C3 0.38 0.04 -0.65
S1 -0.26 1.72 -0.54
C4 1.18 2.59 -0.91
S2 1.41 4.17 -0.70
S3 -1.73 -0.84 0.97
C5 -0.46 -0.54 2.26
H1 -0.23 -2.09 -2.17
H2 -1.91 -2.46 -1.36
H3 0.88 -0.08 -1.58
H4 1.11 -0.14 0.15
H5 2.00 1.95 -1.25
H6 -0.97 -0.64 3.26
H7 0.35 -1.34 2.23
H8 0.00 0.49 2.17

## Properties
Gap between HOMO and LUMO   8.48 eV
SMILES   C=C(CSC=S)SC
Largest force on an atom   0.031 hartree/bohr
Total charge   0

Atom charges from the natural (NBO) analysis, given in e for atoms 1 to 6: -0.38 -0.19 -0.58 0.37 -0.52 0.03


(11)
The following is a quantum chemistry calculation of an isolated molecule of C10H11ClF2, from the Open Molecules 2025 dataset.

Element x y z (Å)
C1 -1.34 1.09 1.41
C2 -1.07 0.42 0.08
C3 -1.28 1.36 -1.08
C4 0.16 -0.45 0.02
C5 0.56 -1.18 1.13
C6 1.61 -2.07 1.05
C7 2.29 -2.26 -0.15
C8 1.89 -1.54 -1.26
C9 0.84 -0.64 -1.18
C10 -2.36 -0.89 -0.11
F1 -2.26 -1.77 0.90
F2 -2.12 -1.55 -1.25
Cl1 -3.98 -0.20 -0.15
H1 -2.27 1.64 1.38
H2 -0.53 1.78 1.63
H3 -1.40 0.37 2.23
H4 -0.42 2.03 -1.16
H5 -1.40 0.83 -2.02
H6 -2.17 1.97 -0.92
H7 0.04 -1.09 2.07
H8 1.90 -2.64 1.92
H9 3.09 -2.97 -0.21
H10 2.40 -1.68 -2.20
H11 0.56 -0.11 -2.07

## Properties
Gap between HOMO and LUMO   9.91 eV
SMILES   CC(C)(c1ccccc1)C(F)(F)Cl
Largest force on an atom   0.070 hartree/bohr
Total charge   0

Atom charges from the natural (NBO) analysis, given in e for atoms 1 to 6: -0.63 -0.04 -0.64 0.02 -0.23 -0.19